1.
ORCA calculation (the ωB97M-V functional and the def2-TZVPD basis) on a structure of composition C4H6B3F12N2Ni in a non-equilibrium geometry.

Output
HOMO energy (alpha / beta): -8.86 / -8.70 eV
Energy relative to the best compared isomer or geometry (same formula, charge and spin): 0.394 eV
HOMO-LUMO gap (alpha / beta): 0.4297 / 0.4236 Ha

Structure (ORCA input):
```
! wB97M-V def2-TZVPD RIJCOSX def2/J DEFGRID3
* xyz -1 3
Ni -0.034 0.529 -0.553
B -1.583 -0.904 -1.858
F -0.853 -1.206 -3.003
F -1.688 0.502 -1.759
F -2.818 -1.540 -1.849
F -0.869 -1.326 -0.693
B 0.784 2.877 -0.893
F 1.833 3.737 -1.210
F -0.376 3.564 -0.548
F 0.571 2.022 -1.986
F 1.133 2.005 0.188
B 0.798 -0.996 2.354
F 2.031 -1.442 2.816
F 0.897 -0.427 1.060
F -0.105 -2.089 2.339
F 0.282 0.017 3.220
C 2.030 -2.904 -2.628
C 1.800 -1.608 -2.009
N 1.580 -0.606 -1.511
H 1.202 -3.188 -3.272
H 2.196 -3.700 -1.905
H 2.955 -2.817 -3.202
C -2.067 1.712 3.280
C -1.753 1.346 1.907
N -1.524 1.058 0.829
H -1.127 1.667 3.828
H -2.797 1.011 3.680
H -2.498 2.706 3.378
*
```

2.
ORCA calculation (the ωB97M-V functional and the def2-TZVPD basis) on a structure of composition C6H10N5 in a non-equilibrium geometry.

Output
HOMO energy: -12.43 eV
Energy relative to the best compared isomer or geometry (same formula, charge and spin): 0.321 eV
HOMO-LUMO gap: 0.3560 Ha

Structure (ORCA input):
```
! wB97M-V def2-TZVPD RIJCOSX def2/J DEFGRID3
* xyz 1 1
C 3.037 -1.113 -0.064
C 0.972 -0.341 -0.088
C 1.895 0.670 0.011
C 0.268 2.393 -0.246
C -0.506 -0.376 -0.202
C -1.202 -0.532 1.153
N 3.167 0.159 -0.065
N 1.697 -1.512 -0.159
N 1.523 2.010 0.123
N -0.704 1.525 -0.342
N -1.019 -0.949 -1.280
H 3.811 -1.769 -0.034
H -0.023 3.367 -0.341
H -2.195 -0.507 0.983
H -0.730 0.344 1.848
H -1.033 -1.572 1.479
H 1.254 -2.384 -0.059
H 2.229 2.732 0.295
H -1.605 1.887 -0.463
H -1.817 -1.507 -1.265
H -0.330 -1.187 -2.031
*
```

3.
ORCA calculation (the ωB97M-V functional and the def2-TZVPD basis) on a cluster of 2 separate species, C5H10O2 in total in a non-equilibrium geometry.

Output
HOMO energy: -9.39 eV
Energy relative to the best compared isomer or geometry (same formula, charge and spin): 3.728 eV
SMILES string: C1OC[C@H]2C[C@@H]12.O
HOMO-LUMO gap: 0.3781 Ha

Structure (ORCA input):
```
! wB97M-V def2-TZVPD RIJCOSX def2/J DEFGRID3
* xyz 0 1
C -1.159 0.979 -0.246
O -1.307 0.007 -1.260
C -1.171 -1.267 -0.648
C -0.150 -1.119 0.432
C 1.131 -0.580 0.037
C -0.142 0.341 0.730
H -0.893 1.930 -0.730
H -2.137 1.164 0.255
H -0.857 -1.964 -1.422
H -2.093 -1.588 -0.159
H -0.131 -1.753 1.304
H 1.349 -0.421 -1.030
H 2.063 -0.922 0.522
H -0.319 0.637 1.780
O 2.265 1.500 0.392
H 2.223 1.770 -0.529
H 1.330 1.285 0.571
*
```

4.
ORCA calculation (the ωB97M-V functional and the def2-TZVPD basis) on a cluster of 10 separate species, C25H75N7O10 in total in a non-equilibrium geometry.

Output
HOMO energy: -8.94 eV
Energy relative to the best compared isomer or geometry (same formula, charge and spin): 3.888 eV
SMILES string: COC[C@H](C)N.COC[C@H](C)N.COC[C@H](C)N.COC[C@H](C)N.COC[C@H](C)N.NC(N)=O.CO.CO.CO.CO
HOMO-LUMO gap: 0.3305 Ha

Structure (ORCA input):
```
! wB97M-V def2-TZVPD RIJCOSX def2/J DEFGRID3
* xyz 0 1
C -0.378 -14.577 -0.852
O 0.710 -13.709 -0.730
C 0.371 -12.421 -1.187
C 1.687 -11.628 -1.316
C 2.221 -11.270 0.036
N 1.593 -10.485 -2.117
H -0.713 -14.882 -1.843
H -1.247 -14.357 -0.232
H -0.048 -15.496 -0.368
H -0.245 -12.508 -2.082
H -0.374 -11.913 -0.575
H 2.357 -12.273 -1.885
H 1.427 -10.938 0.705
H 2.979 -10.488 0.013
H 2.634 -12.146 0.536
H 1.297 -10.827 -3.021
H 0.704 -10.077 -1.865
C -0.710 -10.510 4.914
O -0.286 -11.850 5.190
C 0.575 -12.074 6.286
C 1.867 -12.832 5.800
C 1.644 -14.203 5.284
N 2.824 -12.926 6.865
H -1.461 -10.213 5.646
H -1.165 -10.511 3.923
H 0.055 -9.733 4.894
H 0.914 -11.198 6.840
H 0.074 -12.772 6.956
H 2.534 -12.356 5.081
H 2.616 -14.653 5.081
H 1.201 -14.177 4.289
H 1.026 -14.827 5.931
H 2.440 -13.357 7.694
H 3.633 -13.502 6.679
C -9.545 -21.428 3.048
O -10.400 -21.654 4.218
C -10.497 -23.069 4.527
C -11.311 -23.946 3.505
C -12.687 -23.502 3.402
N -11.314 -25.299 4.079
H -8.550 -21.857 3.164
H -9.402 -20.393 2.738
H -10.050 -21.822 2.166
H -9.560 -23.536 4.830
H -11.148 -23.189 5.393
H -10.788 -24.075 2.558
H -13.183 -23.542 4.373
H -13.297 -24.159 2.783
H -12.647 -22.498 2.979
H -12.010 -25.797 3.543
H -11.681 -25.254 5.019
C -6.870 -6.065 2.591
O -7.773 -7.066 3.172
C -8.209 -8.078 2.234
C -8.883 -9.238 2.871
C -8.029 -9.918 3.928
N -9.402 -10.233 1.990
H -6.693 -5.332 3.378
H -7.374 -5.683 1.704
H -5.981 -6.623 2.296
H -8.850 -7.473 1.593
H -7.401 -8.387 1.571
H -9.732 -8.751 3.351
H -8.551 -10.812 4.270
H -7.869 -9.401 4.874
H -7.038 -10.242 3.608
H -9.841 -11.032 2.424
H -8.536 -10.600 1.622
C 0.208 -16.032 11.234
O 1.472 -16.548 10.852
C 1.608 -17.996 10.825
C 1.545 -18.669 12.255
C 2.659 -18.213 13.125
N 1.529 -20.153 12.107
H 0.366 -14.955 11.285
H -0.157 -16.332 12.217
H -0.589 -16.133 10.498
H 0.973 -18.447 10.062
H 2.575 -18.272 10.405
H 0.650 -18.415 12.822
H 2.561 -18.539 14.160
H 2.724 -17.125 13.161
H 3.632 -18.606 12.831
H 1.277 -20.492 11.189
H 2.524 -20.321 12.080
N -5.747 -19.486 -2.664
C -6.130 -18.534 -1.831
N -5.247 -18.399 -0.942
O -7.167 -17.872 -1.836
H -4.946 -20.038 -2.393
H -6.203 -19.433 -3.564
H -5.378 -17.768 -0.165
H -4.338 -18.773 -1.178
C -3.967 -15.132 4.372
O -5.032 -15.932 3.984
H -4.221 -14.188 4.853
H -3.325 -15.595 5.121
H -3.293 -14.883 3.552
H -5.369 -15.412 3.251
C -5.536 -12.796 -1.033
O -6.283 -13.668 -0.110
H -6.098 -11.966 -1.462
H -4.787 -12.194 -0.520
H -4.956 -13.374 -1.753
H -6.893 -14.210 -0.616
C -9.288 -17.391 8.307
O -8.299 -16.373 7.972
H -10.167 -17.470 7.666
H -8.713 -18.316 8.298
H -9.495 -17.312 9.374
H -8.066 -16.446 7.044
C -11.654 -15.992 2.911
O -11.581 -15.141 4.055
H -11.773 -17.004 3.298
H -12.572 -15.796 2.356
H -10.795 -15.910 2.245
H -12.227 -15.497 4.670
*
```